# 1
Molecular formula: C33H54AsIrN6O4S
Method: DFT, ωB97M-V/def2-TZVPD

Computed properties:
largest force on an atom	5.7	eV Å⁻¹
multiplicity	2
LUMO energy (spin up / spin down)	-4.967 / -4.758	eV
total energy	-4657.34950	hartree
gap between HOMO and LUMO (spin up / spin down)	4.1 / 4.3	eV
energy relative to the best compared isomer or geometry (same formula, charge and spin)	575.9	kJ/mol
total charge	+1

Each line ends with the Löwdin spin population.
Cartesian coordinates (Å):
Ir  0.4492  -0.5925  -0.2374  0.863
N  2.7987  0.2895  -0.4753  0.042
C  3.4527  0.8147  0.7251  0.003
C  2.9190  0.1390  1.9911  0.000
C  1.5404  0.7531  2.2829  0.001
O  1.4812  1.7941  2.9213  0.002
O  0.5335  0.1751  1.7697  0.010
H  3.2802  -0.5378  -0.8175  0.000
H  2.7968  0.9812  -1.2180  0.000
H  3.2527  1.8883  0.7952  0.000
H  4.5387  0.6710  0.6720  0.001
H  3.5868  0.3500  2.8250  0.000
H  2.8302  -0.9378  1.8362  0.000
C  1.8721  -2.6515  -3.5986  0.002
C  0.5164  -2.4962  -2.8765  0.010
C  -0.0899  -3.9038  -2.6709  -0.017
C  -0.4402  -1.6553  -3.7551  0.014
N  0.6838  -1.8396  -1.6613  0.052
H  1.7166  -3.1645  -4.5436  0.000
H  2.5569  -3.2325  -2.9855  0.000
H  2.3130  -1.6770  -3.7878  0.000
H  -0.4896  -4.2740  -3.6095  -0.002
H  -0.8915  -3.8585  -1.9386  0.000
H  0.6753  -4.5914  -2.3249  0.000
H  -0.5352  -2.0927  -4.7440  0.002
H  -0.0511  -0.6456  -3.8432  0.000
H  -1.4178  -1.6130  -3.2839  0.000
C  -1.5547  2.5843  2.5805  0.003
As  -0.4639  2.7184  0.9656  0.021
C  -1.8059  3.6474  -0.1478  0.003
C  0.8654  4.2157  1.3015  0.004
C  0.1326  5.4215  1.7002  0.001
C  -0.2256  5.6168  3.0359  0.001
C  -0.9186  6.7482  3.4160  0.000
C  -1.2685  7.7015  2.4682  0.001
C  -0.8998  7.5283  1.1421  0.000
C  -0.2116  6.3937  0.7581  0.001
H  -2.0875  3.5146  2.7697  0.001
H  -0.9138  2.3385  3.4198  0.000
H  -2.2774  1.7781  2.4558  0.000
H  -2.1534  4.5516  0.3450  0.001
H  -2.6556  2.9881  -0.3097  0.000
H  -1.3861  3.9112  -1.1140  0.000
H  1.4252  4.3566  0.3752  0.000
H  1.5095  3.8356  2.0906  0.000
H  0.0717  4.8783  3.7679  0.000
H  -1.1863  6.8932  4.4524  0.000
H  -1.8254  8.5785  2.7633  0.000
H  -1.1483  8.2809  0.4081  0.000
H  0.0836  6.2581  -0.2738  0.000
C  1.4613  -2.6474  4.5175  0.000
C  0.8625  -4.0077  4.8581  0.000
C  -0.0310  -4.5119  3.7218  -0.001
N  0.7048  -4.5814  2.4802  -0.001
C  0.4924  -3.8125  1.4143  0.000
S  -0.7822  -2.7211  1.3395  -0.016
N  1.3393  -3.8872  0.3501  -0.002
C  2.2053  -4.8928  -0.0648  0.000
O  3.0933  -4.6228  -0.8401  0.001
C  1.8905  -6.2658  0.4032  0.000
C  0.5720  -6.7228  0.3550  0.000
C  0.2816  -8.0260  0.7095  0.000
C  1.2932  -8.8774  1.1264  0.000
C  2.6048  -8.4302  1.1613  0.000
C  2.9100  -7.1344  0.7848  0.000
H  1.9104  -2.1926  5.3944  0.000
H  0.6923  -1.9798  4.1364  0.000
H  2.2338  -2.7506  3.7593  0.000
H  0.2514  -3.9359  5.7579  0.000
H  1.6572  -4.7322  5.0540  0.000
H  -0.8622  -3.8212  3.5730  0.000
H  -0.4240  -5.5077  3.9498  0.000
H  1.4986  -5.2073  2.4613  0.000
H  1.2767  -3.0704  -0.2990  0.000
H  -0.2119  -6.0654  0.0104  0.000
H  -0.7377  -8.3752  0.6635  0.000
H  1.0613  -9.8931  1.4073  0.000
H  3.3951  -9.0930  1.4773  0.000
H  3.9306  -6.7845  0.7842  0.000
C  -0.6375  2.4145  -3.8887  0.000
N  -1.8416  1.8030  -3.3772  -0.001
C  -3.0341  1.9779  -4.1808  0.000
C  -4.2652  1.8694  -3.2982  0.000
C  -4.1798  0.5547  -2.5429  0.000
N  -2.9370  0.4948  -1.8014  0.000
C  -2.9678  -0.2728  -0.5802  0.001
C  -1.8163  1.1370  -2.1994  0.000
O  -0.7718  1.1413  -1.5080  0.000
H  -0.7317  3.5035  -3.9033  0.000
H  -0.4554  2.0675  -4.9074  0.000
H  0.1927  2.1269  -3.2481  0.000
H  -3.0689  1.2225  -4.9775  0.000
H  -2.9914  2.9642  -4.6529  0.000
H  -5.1689  1.9061  -3.9020  0.000
H  -4.2886  2.6995  -2.5883  0.000
H  -4.2426  -0.2911  -3.2388  0.000
H  -5.0030  0.4699  -1.8301  0.000
H  -3.5299  0.2515  0.1964  0.000
H  -1.9441  -0.4432  -0.2236  0.002
H  -3.4322  -1.2425  -0.7652  0.000


# 2
Molecular formula: C4H2F2O
Method: DFT, ωB97M-V/def2-TZVPD

Computed properties:
largest force on an atom	6.2	eV Å⁻¹
LUMO energy	0.909	eV
total energy	-428.50737	hartree
gap between HOMO and LUMO	9.8	eV
energy relative to the best compared isomer or geometry (same formula, charge and spin)	122.0	kJ/mol

Each line ends with the Löwdin charge.
Cartesian coordinates (Å):
C  0.5106  0.6060  0.5502  -0.233
C  0.8467  -0.0470  -0.6648  -0.009
C  -0.3239  -0.7358  -0.9551  -0.101
C  -0.7756  0.3413  0.9827  -0.250
H  1.8559  0.0168  -1.2262  0.153
H  -0.4829  -1.5879  -1.7505  0.155
O  -1.3523  -0.5837  0.0230  0.030
F  1.3051  1.5690  1.0952  0.050
F  -1.5836  0.4213  1.9454  0.205


# 3
Molecular formula: C20H34Cl2F4N6O24
Method: DFT, ωB97M-V/def2-TZVPD

Computed properties:
largest force on an atom	5.5	eV Å⁻¹
LUMO energy	-1.037	eV
total energy	-4236.03889	hartree
gap between HOMO and LUMO	9.5	eV

Each line ends with the Löwdin charge.
Cartesian coordinates (Å):
C  -29.1330  2.9351  -7.6013  0.057
N  -29.9145  1.8058  -6.9844  -0.459
O  -30.2940  1.9672  -5.8162  0.013
O  -30.1320  0.8652  -7.6478  0.105
H  -28.7181  2.4907  -8.5053  0.096
H  -28.3426  3.3303  -6.9654  0.069
H  -29.8711  3.6844  -7.8846  0.104
C  -23.0609  5.1577  -1.0322  0.055
N  -23.2345  5.3028  -2.4767  -0.422
O  -23.7289  4.3559  -3.0966  0.037
O  -22.7948  6.3291  -3.0269  0.043
H  -22.6765  4.1549  -0.8535  0.091
H  -24.1032  5.2932  -0.7419  0.108
H  -22.4498  5.9657  -0.6339  0.108
C  -20.9084  2.2024  -3.9798  -0.004
N  -19.8887  1.1591  -3.8122  -0.444
O  -19.0831  1.3295  -2.8788  0.030
O  -19.8086  0.3106  -4.6429  0.101
H  -20.4774  3.1946  -4.1103  0.104
H  -21.6033  2.2060  -3.1410  0.066
H  -21.4540  2.0242  -4.9049  0.039
C  -23.4902  -2.1530  -3.2742  0.044
N  -24.8719  -2.3822  -3.6767  -0.409
O  -25.7319  -1.7884  -3.0577  0.038
O  -25.0638  -3.1613  -4.6113  0.081
H  -22.9007  -3.0540  -3.4363  0.110
H  -23.4547  -1.9764  -2.1995  0.090
H  -23.1647  -1.2322  -3.7572  0.095
C  -21.5475  1.0155  0.4860  0.046
N  -22.0466  0.6165  -0.8369  -0.402
O  -21.4221  -0.2690  -1.4456  0.052
O  -23.0801  1.1259  -1.2542  0.035
H  -21.9824  1.9883  0.7132  0.091
H  -20.4838  1.2193  0.6025  0.107
H  -21.8949  0.2339  1.1607  0.111
C  -26.3882  -0.3936  -0.3217  0.021
N  -26.1249  -0.1912  1.0973  -0.447
O  -27.0371  -0.4156  1.8951  0.068
O  -25.0000  0.2613  1.3137  0.040
H  -26.4794  -1.4782  -0.3714  0.111
H  -25.6298  0.0306  -0.9763  0.070
H  -27.3149  0.1804  -0.3058  0.099
C  -22.9742  5.9042  -6.8946  -0.076
C  -23.8872  4.7112  -6.8280  -0.313
O  -23.8704  4.2592  -8.1891  0.170
C  -23.6139  5.2642  -8.9383  -0.584
O  -23.6007  5.2185  -10.1518  0.154
O  -23.2254  6.3388  -8.1912  0.074
F  -25.1746  4.9343  -6.5829  0.096
H  -21.9826  5.4525  -6.8346  0.146
H  -23.0765  6.7477  -6.2136  0.144
H  -23.6210  3.8761  -6.1808  0.098
C  -30.3319  -2.6266  -3.6378  -0.086
C  -28.8473  -2.1823  -3.5984  -0.248
O  -28.4046  -2.5986  -4.8878  0.113
C  -29.4740  -2.8136  -5.6681  -0.480
O  -29.4555  -2.9147  -6.9282  0.109
O  -30.5971  -2.8925  -4.9503  0.102
F  -28.3968  -3.0507  -2.6506  0.036
H  -30.9729  -1.7826  -3.3762  0.139
H  -30.6516  -3.3957  -2.9355  0.145
H  -28.5325  -1.1822  -3.3041  0.120
C  -27.3184  7.7653  -3.5206  -0.085
C  -26.0378  6.9834  -3.4477  -0.293
O  -26.5607  5.6780  -3.5554  0.121
C  -27.6694  5.7028  -4.2776  -0.510
O  -28.0659  4.7404  -4.9133  0.142
O  -27.9605  7.0037  -4.4677  0.089
F  -25.5341  7.0584  -2.1903  0.068
H  -27.0706  8.7321  -3.9589  0.149
H  -27.9282  7.8493  -2.6213  0.155
H  -25.3443  7.3379  -4.2101  0.177
C  -26.0719  -3.1100  -7.8938  -0.089
C  -26.4685  -1.7118  -7.4982  -0.305
O  -26.9914  -1.2396  -8.7063  0.133
C  -26.4911  -1.9664  -9.7422  -0.521
O  -26.7052  -1.7254  -10.9165  0.146
O  -25.9336  -3.0777  -9.2768  0.109
F  -25.3430  -0.9760  -7.2326  0.043
H  -26.9018  -3.6947  -7.4943  0.135
H  -25.1387  -3.4743  -7.4658  0.141
H  -27.2406  -1.6990  -6.7310  0.138
Cl  -27.9278  1.5704  -3.2175  0.623
C  -26.5482  2.1946  -4.1691  -0.605
C  -25.4565  1.1488  -4.1215  -0.588
Cl  -23.9944  1.5033  -5.1669  0.633
H  -26.2950  3.1929  -3.8161  0.050
H  -26.9496  2.2630  -5.1795  0.059
H  -25.7739  0.2226  -4.5984  0.037
H  -25.1006  0.9771  -3.1065  0.042


# 4
Molecular formula: C3H8N3
Method: DFT, ωB97M-V/def2-TZVPD

Computed properties:
largest force on an atom	5.3	eV Å⁻¹
LUMO energy	-3.561	eV
total energy	-283.07957	hartree
gap between HOMO and LUMO	11.3	eV
energy relative to the best compared isomer or geometry (same formula, charge and spin)	221.1	kJ/mol
total charge	+1

Each line ends with the Löwdin charge.
Cartesian coordinates (Å):
C  -0.7330  -1.2775  0.3329  -0.047
C  -1.5060  -0.0327  0.0454  -0.124
C  1.0389  -0.1921  -0.4337  -0.306
N  0.4960  -1.2780  0.0490  0.120
N  1.9217  0.4022  0.3633  0.130
N  -0.5198  0.9594  -0.4528  0.131
H  -1.2331  -2.1852  0.6010  0.135
H  -2.4429  -0.2140  -0.3779  0.108
H  -1.9277  0.3015  1.1308  0.190
H  1.4540  -0.2409  -1.3895  0.150
H  2.7805  0.8674  0.0353  0.142
H  2.0286  -0.1039  1.2605  0.144
H  -0.8663  1.2688  -1.3112  0.117
H  -0.4908  1.7251  0.1469  0.112